This record from the Open Molecules 2025 dataset describes 2 unconnected molecules or ions with the total composition C8H9N3O at a distorted geometry. The level of theory is wB97M-V/def2-TZVPD.

HOMO-LUMO gap (alpha / beta)   8.75 / 8.75 eV
Energy above the lowest of the compared OMol25 structures with the same formula, charge and spin   69.6 kcal per mole
Strongest force on any atom   5.20 eV/Å
2S+1   1

```
21
Properties=species:S:1:pos:R:3:nbo_charge:R:1
C 0.07 0.12 -2.97 0.43
C -1.47 0.38 1.89 -0.25
C -2.05 -0.22 0.70 -0.13
C -0.32 1.05 1.88 -0.10
C -1.49 -0.26 -0.49 -0.26
C 2.14 -1.23 -0.08 0.50
C 0.29 1.26 0.53 -0.53
C -0.17 0.29 -0.55 0.46
N -0.31 -0.17 -3.98 -0.34
N 0.48 0.50 -1.76 -0.70
N 0.81 -1.39 0.05 -0.76
O 2.71 -0.19 -0.45 -0.70
H -2.00 0.23 2.78 0.21
H -2.88 -0.71 0.85 0.20
H 0.15 1.54 2.74 0.22
H -2.03 -0.83 -1.29 0.25
H 2.55 -2.18 0.10 0.11
H 0.04 2.18 0.14 0.24
H 1.45 1.13 0.65 0.29
H 1.50 0.59 -1.45 0.48
H 0.54 -2.10 0.69 0.37
```

---

This record from the Open Molecules 2025 dataset describes 2 unconnected molecules or ions with the total composition C3H6FIO2 at a distorted geometry. The level of theory is wB97M-V/def2-TZVPD.

HOMO-LUMO gap (alpha / beta)   7.62 / 6.72 eV
Energy above the lowest of the compared OMol25 structures with the same formula, charge and spin   87.2 kcal per mole
Strongest force on any atom   3.94 eV/Å
2S+1   1

```
13
Properties=species:S:1:pos:R:3:nbo_charge:R:1
C 0.12 1.98 0.39 -0.75
C 0.65 -1.57 -0.55 0.48
C -0.47 0.89 -0.41 0.15
O -0.54 -2.18 -0.68 -0.66
O 1.18 -1.69 0.63 -0.67
F -0.68 1.19 -1.73 -0.39
I -2.37 0.18 0.42 -0.04
H 0.85 2.59 -0.21 0.23
H 0.79 1.74 1.23 0.24
H -0.65 2.60 0.65 0.22
H 1.19 -0.97 -1.23 0.22
H -0.93 -2.43 0.22 0.49
H 0.85 -2.34 1.24 0.49
```

---

This record from the Open Molecules 2025 dataset describes a molecular structure, C37H68BFeN12OPS at a distorted geometry. The level of theory is wB97M-V/def2-TZVPD.

HOMO-LUMO gap (alpha / beta)   9.06 / 6.46 eV
⟨S²⟩   8.7645
Energy above the lowest of the compared OMol25 structures with the same formula, charge and spin   18.5 kcal per mole
Strongest force on any atom   3.96 eV/Å
2S+1   6
Total charge   +1

```
122
Properties=species:S:1:pos:R:3:lowdin_spin:R:1
Fe -0.46 0.26 0.22 3.87
C -3.03 4.62 2.49 0.00
C -2.50 3.24 2.13 0.00
C -3.04 2.22 3.15 0.00
C -1.00 3.15 2.20 0.00
C -0.10 4.01 2.84 0.00
C 1.09 3.31 2.86 0.00
N 0.91 2.12 2.25 0.00
N -0.37 2.05 1.82 0.05
B 1.64 0.79 2.58 0.00
N 2.27 0.06 1.36 0.00
C 3.59 -0.13 1.17 0.00
C 3.76 -1.29 0.44 0.00
C 2.46 -1.78 0.23 0.00
N 1.59 -0.93 0.75 0.02
C 2.03 -3.12 -0.30 0.00
C 3.17 -4.14 -0.27 0.00
C 0.86 -3.64 0.54 0.00
N 0.57 -0.16 3.14 0.00
C 0.59 -0.79 4.32 0.00
C -0.52 -1.62 4.39 0.00
C -1.18 -1.43 3.17 0.00
N -0.51 -0.55 2.44 0.03
C -2.44 -2.10 2.70 0.00
C -2.76 -1.74 1.26 0.01
C -3.61 -1.77 3.64 0.00
H -4.12 4.63 2.40 0.00
H -2.78 4.87 3.52 0.00
H -2.62 5.40 1.84 0.00
H -2.81 2.94 1.13 0.00
H -2.75 2.51 4.15 0.00
H -4.13 2.18 3.11 0.00
H -2.64 1.23 2.94 0.00
H -0.28 4.99 3.22 0.00
H 2.04 3.59 3.27 0.00
H 2.48 0.99 3.38 0.00
H 4.31 0.55 1.56 0.00
H 4.69 -1.72 0.13 0.00
H 1.68 -3.02 -1.34 0.00
H 3.54 -4.25 0.75 0.00
H 2.80 -5.11 -0.59 0.00
H 3.99 -3.86 -0.91 0.00
H 1.15 -3.69 1.59 0.00
H 0.01 -2.98 0.44 0.00
H 0.58 -4.64 0.22 0.00
H 1.37 -0.62 5.03 0.00
H -0.80 -2.26 5.20 0.00
H -2.28 -3.18 2.76 0.00
H -2.88 -0.65 1.16 0.00
H -1.95 -2.06 0.60 0.00
H -3.67 -2.22 0.93 0.00
H -3.84 -0.71 3.62 0.00
H -4.49 -2.33 3.34 0.00
H -3.36 -2.04 4.66 0.00
O 1.49 1.22 -1.15 0.02
H 1.06 2.04 -1.44 0.00
H 2.23 1.46 -0.59 0.00
S -1.10 -1.56 -2.06 0.06
C -0.13 -1.46 -3.42 0.01
N -0.60 -1.93 -4.59 0.01
C 0.24 -2.14 -5.75 0.00
C 1.69 -2.32 -5.30 0.00
C 2.09 -1.13 -4.43 0.00
N 1.11 -0.96 -3.37 0.00
H -1.48 -2.41 -4.53 0.00
H 0.16 -1.29 -6.44 0.00
H -0.11 -3.03 -6.28 0.00
H 2.34 -2.41 -6.17 0.00
H 1.76 -3.24 -4.71 0.00
H 2.17 -0.22 -5.04 0.00
H 3.06 -1.33 -3.97 0.00
H 1.37 -0.46 -2.53 0.00
N -1.41 1.47 -1.03 0.67
P -2.51 2.20 -1.85 0.11
N -2.30 2.03 -3.52 0.04
C -3.37 1.96 -4.50 0.00
C -3.01 2.76 -5.74 0.00
C -1.81 2.13 -6.45 0.00
C -0.87 1.49 -5.41 0.00
C -0.98 2.22 -4.08 0.00
N -2.59 3.84 -1.49 0.02
C -3.62 4.73 -1.97 0.00
C -3.05 5.76 -2.95 0.00
C -1.89 6.51 -2.31 0.00
C -0.82 5.51 -1.87 0.00
C -1.45 4.51 -0.90 0.01
N -4.09 1.61 -1.71 0.01
C -4.17 0.16 -1.90 0.00
C -5.61 -0.30 -1.75 0.00
C -6.05 -0.16 -0.29 0.00
C -5.37 1.06 0.34 0.00
C -5.03 2.10 -0.72 0.00
H -4.29 2.34 -4.05 0.00
H -3.56 0.91 -4.80 0.00
H -2.77 3.78 -5.44 0.00
H -3.87 2.82 -6.41 0.00
H -1.29 2.89 -7.03 0.00
H -2.15 1.36 -7.14 0.00
H 0.16 1.50 -5.76 0.00
H -1.16 0.45 -5.24 0.00
H -0.75 3.28 -4.23 0.00
H -0.26 1.82 -3.35 0.00
H -4.06 5.26 -1.12 0.00
H -4.39 4.14 -2.46 0.00
H -3.84 6.46 -3.24 0.00
H -2.69 5.25 -3.84 0.00
H -2.25 7.06 -1.44 0.00
H -1.47 7.23 -3.02 0.00
H 0.00 6.02 -1.37 0.00
H -0.43 4.99 -2.75 0.00
H -1.77 5.05 -0.01 0.00
H -0.75 3.73 -0.59 0.01
H -3.53 -0.36 -1.18 0.00
H -3.79 -0.07 -2.90 0.00
H -5.69 -1.33 -2.08 0.00
H -6.24 0.31 -2.39 0.00
H -5.79 -1.05 0.27 0.00
H -7.14 -0.06 -0.25 0.00
H -4.45 0.75 0.83 0.00
H -6.02 1.51 1.10 0.00
H -4.62 3.00 -0.25 0.00
H -5.95 2.39 -1.24 0.00
```

---

This record from the Open Molecules 2025 dataset describes a molecular structure, C24H16Cl2NO7V. The level of theory is wB97M-V/def2-TZVPD.

HOMO-LUMO gap (alpha / beta)   7.02 / 7.02 eV
Energy above the lowest of the compared OMol25 structures with the same formula, charge and spin   0.0 kcal per mole
Strongest force on any atom   0.98 eV/Å
2S+1   1

```
51
Properties=species:S:1:pos:R:3:nbo_charge:R:1
V -0.06 -0.19 0.21 1.43
C 3.25 -6.07 -0.44 -0.26
O 2.34 -6.00 -1.53 -0.48
C 1.59 -4.89 -1.66 0.37
C 0.69 -4.89 -2.74 -0.30
C -0.11 -3.80 -2.95 -0.10
C -0.07 -2.68 -2.10 -0.31
C -0.95 -1.56 -2.29 0.63
C -1.91 -1.53 -3.45 -0.70
O -1.00 -0.59 -1.51 -0.59
C 0.84 -2.69 -1.02 0.52
O 0.93 -1.68 -0.19 -0.66
C 1.67 -3.80 -0.81 -0.39
H 3.73 -7.03 -0.51 0.20
H 2.72 -5.99 0.52 0.19
H 4.00 -5.28 -0.50 0.18
H 0.65 -5.76 -3.38 0.23
H -0.81 -3.82 -3.77 0.21
H -1.44 -1.83 -4.39 0.23
H -2.31 -0.52 -3.54 0.24
H -2.73 -2.21 -3.24 0.25
H 2.34 -3.76 0.03 0.23
Cl 1.28 5.39 4.75 0.01
C 1.16 3.93 3.83 -0.08
C 1.89 2.80 4.24 -0.19
C 1.83 1.63 3.54 -0.09
Cl 2.72 0.25 4.05 0.03
C 1.01 1.51 2.38 0.40
O 0.95 0.40 1.74 -0.63
C 0.29 2.67 1.98 -0.20
C -0.52 2.62 0.83 0.43
O -0.67 1.62 0.09 -0.59
C 0.37 3.87 2.72 -0.17
H 2.51 2.86 5.13 0.24
H -1.05 3.54 0.55 0.16
H -0.19 4.73 2.39 0.23
O -1.96 -2.90 0.21 -0.61
C -2.27 -2.10 1.07 0.66
N -1.66 -0.89 1.29 -0.70
C -2.25 -0.24 2.35 0.67
O -1.96 0.87 2.76 -0.62
C -3.33 -1.13 2.88 -0.14
C -4.21 -0.96 3.93 -0.17
C -5.11 -1.99 4.18 -0.20
C -5.12 -3.14 3.40 -0.20
C -4.22 -3.30 2.35 -0.20
C -3.34 -2.27 2.11 -0.06
H -4.19 -0.06 4.53 0.23
H -5.82 -1.90 5.00 0.21
H -5.83 -3.93 3.63 0.21
H -4.22 -4.19 1.73 0.23
```